No. 1
{"formula": "F2HP", "method": "ωB97M-V/def2-TZVPD", "symbols": ["F", "F", "P", "H"], "coordinates": [[0.7904, 1.0133, -0.7958], [-1.8913, -0.0971, 0.3442], [0.3608, -0.5201, -0.4312], [0.7401, -0.3960, 0.8828]], "forces_ev_per_angstrom": [[-0.58, -1.98, 0.33], [3.66, -0.69, -1.23], [-3.27, 2.73, -0.11], [0.19, -0.06, 1.01]], "nbo_charge": [-0.5552, -0.6397, 1.3092, -0.1143], "mol_weight_g_mol": 69.978}

***

No. 2
{"formula": "C19H22N4O3", "method": "ωB97M-V/def2-TZVPD", "symbols": ["C", "C", "O", "C", "O", "C", "C", "C", "C", "N", "C", "O", "N", "C", "C", "N", "C", "C", "C", "C", "C", "N", "C", "C", "C", "C", "H", "H", "H", "H", "H", "H", "H", "H", "H", "H", "H", "H", "H", "H", "H", "H", "H", "H", "H", "H", "H", "H"], "coordinates": [[3.2253, -4.6048, -6.4472], [2.3663, -3.4287, -6.8908], [1.7562, -2.7787, -5.7785], [2.5034, -1.8781, -5.1203], [3.6327, -1.5887, -5.4412], [1.7874, -1.2778, -3.9757], [2.4458, -0.3117, -3.2157], [1.8186, 0.2734, -2.1400], [0.5140, -0.0921, -1.7947], [-0.0554, 0.5370, -0.6934], [-1.3280, 0.3847, -0.1845], [-2.1584, -0.3723, -0.6447], [-1.6022, 1.1825, 0.8937], [-0.6359, 2.0267, 1.5739], [-1.2963, 2.7073, 2.7742], [-1.8847, 1.7288, 3.6540], [-1.4654, 1.6215, 4.9468], [-1.9469, 0.6179, 5.8068], [-1.5003, 0.5985, 7.1097], [-0.5911, 1.5582, 7.5411], [-0.1742, 2.5003, 6.6203], [-0.5897, 2.5398, 5.3670], [-2.6951, 0.7046, 3.0272], [-2.8843, 1.0259, 1.5483], [-0.1455, -1.0591, -2.5532], [0.4879, -1.6424, -3.6307], [4.0544, -4.2484, -5.8407], [2.6326, -5.3030, -5.8608], [3.6211, -5.1175, -7.3193], [2.9771, -2.7013, -7.4362], [1.5352, -3.7615, -7.5165], [3.4525, -0.0351, -3.4896], [2.3358, 1.0220, -1.5551], [0.5494, 1.2084, -0.2462], [-0.2593, 2.8048, 0.8973], [0.2094, 1.4251, 1.9371], [-0.5510, 3.2537, 3.3541], [-2.0596, 3.4134, 2.4287], [-2.6526, -0.1196, 5.4629], [-1.8567, -0.1616, 7.7904], [-0.2241, 1.5690, 8.5544], [0.5347, 3.2738, 6.8886], [-2.2082, -0.2762, 3.1220], [-3.6782, 0.6500, 3.5101], [-3.4822, 1.9357, 1.4294], [-3.4019, 0.2055, 1.0476], [-1.1507, -1.3402, -2.2889], [-0.0251, -2.3892, -4.2155]], "forces_ev_per_angstrom": [[-0.23, 0.34, 0.06], [0.41, -0.19, -0.38], [-0.23, 0.05, 0.24], [0.26, 0.06, -0.14], [-0.10, -0.07, 0.01], [-0.14, 0.08, 0.20], [-0.07, -0.17, -0.15], [-0.11, -0.01, 0.05], [0.07, -0.28, -0.36], [0.20, 0.35, 0.34], [0.03, 0.22, 0.13], [-0.14, -0.34, -0.30], [-0.06, 0.06, 0.17], [0.20, 0.19, 0.12], [0.24, 0.17, -0.24], [-0.05, -0.04, -0.33], [0.09, 0.08, 0.38], [-0.03, -0.05, -0.09], [0.12, 0.15, -0.04], [-0.03, -0.07, 0.08], [0.05, -0.08, 0.24], [-0.07, 0.02, -0.22], [-0.18, -0.13, -0.03], [-0.25, -0.20, 0.08], [-0.25, 0.01, 0.14], [0.36, 0.10, -0.10], [0.07, -0.02, 0.01], [-0.03, -0.10, 0.02], [0.05, -0.08, -0.09], [-0.18, -0.12, 0.03], [0.10, 0.08, 0.07], [0.07, 0.03, -0.01], [0.06, 0.07, 0.05], [-0.14, -0.09, -0.01], [0.04, -0.04, 0.07], [-0.01, 0.11, -0.04], [-0.14, -0.01, -0.26], [0.12, 0.03, 0.01], [-0.07, -0.07, -0.05], [-0.03, -0.05, 0.03], [0.05, 0.03, 0.08], [0.05, 0.01, 0.13], [-0.10, 0.02, 0.00], [0.04, -0.08, -0.04], [-0.03, -0.10, 0.01], [0.02, 0.18, 0.15], [0.00, -0.01, 0.00], [-0.06, -0.05, -0.02]], "nbo_charge": [-0.6339, -0.0728, -0.5103, 0.7837, -0.6102, -0.2077, -0.1314, -0.2677, 0.1817, -0.6170, 0.8000, -0.6567, -0.4514, -0.2308, -0.2326, -0.4156, 0.3961, -0.3201, -0.1399, -0.3199, 0.0714, -0.5005, -0.2168, -0.2308, -0.2227, -0.1453, 0.2238, 0.2091, 0.2146, 0.1989, 0.1871, 0.2363, 0.2052, 0.3986, 0.1970, 0.1943, 0.2701, 0.1908, 0.2179, 0.2157, 0.2190, 0.1901, 0.1931, 0.2011, 0.1916, 0.2646, 0.2533, 0.2291], "smiles": "CCOC(=O)c1ccc(NC(=O)N2CCN(c3ccccn3)CC2)cc1", "mol_weight_g_mol": 354.410}

***

No. 3
{"formula": "C27H15Cl3IN5O3Sr", "method": "ωB97M-V/def2-TZVPD", "symbols": ["Sr", "Cl", "C", "C", "C", "I", "C", "O", "C", "N", "C", "C", "C", "C", "H", "H", "H", "H", "Cl", "C", "Cl", "C", "O", "O", "H", "C", "C", "C", "C", "C", "C", "N", "C", "C", "C", "C", "C", "C", "H", "H", "H", "H", "H", "H", "H", "H", "H", "H", "N", "C", "C", "C", "N", "C", "N"], "coordinates": [[1.1991, 0.2129, -0.1941], [-2.6184, -0.7040, 5.8802], [-1.6179, -0.0725, 4.5904], [-1.4020, 1.2804, 4.5192], [-0.6182, 1.8031, 3.4977], [-0.3123, 3.8749, 3.3603], [-0.0084, 1.0331, 2.4848], [0.6715, 1.5256, 1.5395], [-0.2538, -0.4012, 2.6004], [0.2922, -1.1783, 1.6402], [0.0926, -2.4743, 1.6562], [-0.6728, -3.1059, 2.6486], [-1.2423, -2.3473, 3.6332], [-1.0549, -0.9479, 3.6400], [-1.8465, 1.9367, 5.2545], [0.5419, -3.0378, 0.8458], [-0.8083, -4.1789, 2.6212], [-1.8426, -2.8004, 4.4107], [3.6233, -1.9697, -4.2055], [2.2310, -2.4365, -3.2293], [2.4229, -4.0935, -2.6254], [1.9514, -1.4404, -2.0454], [1.1389, -1.8599, -1.1973], [2.5079, -0.3339, -2.0912], [1.3659, -2.4398, -3.8858], [-0.4223, 3.7545, -4.6324], [-1.6713, 3.3446, -4.1799], [-1.7961, 2.4538, -3.1300], [-0.6601, 1.9091, -2.4760], [0.5971, 2.3664, -2.9395], [0.7065, 3.2578, -3.9880], [-0.7308, 1.0693, -1.4049], [-1.8488, 0.2936, -1.1998], [-2.3501, 0.1111, 0.1015], [-3.3949, -0.7567, 0.3691], [-4.0110, -1.4613, -0.6577], [-3.5569, -1.2714, -1.9595], [-2.5071, -0.4138, -2.2307], [-0.3302, 4.4483, -5.4599], [-2.5684, 3.7401, -4.6471], [-2.7815, 2.1745, -2.7801], [1.4924, 1.9892, -2.4602], [1.6924, 3.5706, -4.3151], [-1.9104, 0.6916, 0.8998], [-3.7438, -0.8727, 1.3901], [-4.8266, -2.1442, -0.4507], [-4.0271, -1.8109, -2.7758], [-2.1520, -0.2971, -3.2475], [3.3251, 0.3143, 0.8544], [4.2083, 0.0412, 1.5542], [5.2742, -0.2796, 2.3920], [5.0511, -0.8597, 3.6567], [4.9019, -1.3395, 4.6987], [6.6009, -0.0316, 1.9882], [7.6994, 0.1642, 1.6814]], "forces_ev_per_angstrom": [[-0.55, 1.23, -0.59], [-0.06, -0.05, 0.08], [-0.04, 0.27, 0.11], [-0.05, -0.33, 0.02], [0.24, 0.34, -0.33], [-0.09, -0.18, 0.10], [-0.16, 0.40, 0.51], [-0.56, 0.68, 1.58], [-0.20, -0.06, 0.43], [-0.27, -0.56, 0.62], [0.03, 0.03, -0.05], [-0.06, 0.02, 0.11], [0.04, -0.02, -0.08], [0.16, 0.01, -0.21], [0.00, 0.00, 0.01], [-0.01, 0.02, -0.01], [0.00, 0.00, 0.00], [0.00, -0.01, 0.00], [0.11, 0.03, -0.13], [-0.15, 0.25, 0.27], [0.01, -0.16, 0.00], [0.45, -0.80, -1.05], [-0.06, -1.26, -0.51], [0.46, -0.27, -0.78], [-0.02, 0.00, 0.03], [0.00, 0.08, -0.11], [0.02, 0.00, 0.02], [0.07, -0.03, -0.02], [-0.32, 0.09, -0.03], [-0.08, -0.05, 0.10], [0.01, 0.02, 0.01], [-0.48, 0.34, -0.62], [-0.28, 0.07, -0.20], [0.07, 0.07, -0.02], [-0.09, -0.09, -0.06], [-0.03, -0.03, 0.08], [0.00, 0.02, -0.04], [0.05, -0.08, 0.04], [0.00, 0.00, 0.02], [0.00, -0.01, 0.00], [-0.01, -0.02, -0.01], [0.06, 0.00, -0.09], [0.01, -0.02, 0.02], [0.01, 0.04, 0.02], [0.03, 0.01, 0.01], [0.00, 0.01, 0.00], [0.02, 0.00, 0.00], [0.00, 0.01, -0.01], [1.72, -0.06, 0.85], [-0.25, 0.12, -0.21], [0.15, -0.04, 0.10], [-0.06, -0.07, 0.17], [-0.01, 0.01, -0.04], [0.18, 0.03, -0.08], [-0.04, 0.00, 0.00]], "nbo_charge": [1.7970, -0.0633, -0.1122, -0.2247, -0.2929, 0.0905, 0.4386, -0.8159, 0.0584, -0.4847, 0.0606, -0.2614, -0.1591, -0.0381, 0.2256, 0.2198, 0.2089, 0.2150, -0.0248, -0.3131, -0.0383, 0.7343, -0.7842, -0.7425, 0.2275, -0.3252, -0.2035, -0.3355, 0.2913, -0.3066, -0.1865, -0.8275, 0.2703, -0.3026, -0.2094, -0.2817, -0.2162, -0.2982, 0.1868, 0.1861, 0.2064, 0.2029, 0.1934, 0.2110, 0.2010, 0.1887, 0.1890, 0.2080, -0.5549, 0.4225, -0.6158, 0.3258, -0.4310, 0.3288, -0.4386], "charge": -2, "mol_weight_g_mol": 778.332}

***

No. 4
{"formula": "C10H31FeO6", "method": "ωB97M-V/def2-TZVPD", "symbols": ["Fe", "O", "H", "C", "C", "O", "H", "H", "H", "H", "H", "H", "C", "C", "O", "H", "H", "H", "H", "H", "H", "C", "C", "O", "H", "H", "H", "H", "H", "H", "C", "C", "O", "H", "H", "H", "H", "H", "H", "C", "C", "O", "H", "H", "H", "H", "H", "H"], "coordinates": [[0.3649, -1.6501, -1.7915], [0.9916, -0.2614, -0.5981], [1.4518, 0.5745, -0.5802], [0.6722, -4.2386, 1.7294], [1.1435, -3.0003, 1.0115], [0.8441, -3.1263, -0.4096], [1.0869, -5.1744, 1.3416], [-0.4094, -4.3641, 1.6479], [0.9375, -4.1894, 2.7846], [2.2127, -2.7930, 1.0784], [0.6590, -2.1037, 1.3969], [0.8062, -4.0676, -0.6207], [-3.9039, -0.9397, -0.2459], [-3.0293, -0.8756, -1.4906], [-1.6657, -1.0919, -1.1105], [-4.9387, -0.6508, -0.4207], [-3.5004, -0.2802, 0.5276], [-3.8909, -1.9404, 0.1880], [-3.1930, 0.0788, -1.9982], [-3.3242, -1.6536, -2.1954], [-1.5156, -0.5373, -0.3174], [-1.3795, 2.3667, 2.6335], [-0.5630, 1.0978, 2.5221], [-0.8748, 0.4885, 1.2588], [-2.4632, 2.2457, 2.6368], [-1.0835, 3.0740, 1.8603], [-1.1967, 2.8181, 3.6155], [-0.7344, 0.3943, 3.3397], [0.4978, 1.3493, 2.5815], [-0.0640, 0.3405, 0.7392], [-0.7655, 2.0280, -2.5995], [0.3077, 1.2523, -3.3009], [-0.0146, -0.1585, -3.3564], [-1.7294, 2.0302, -3.1148], [-0.4699, 3.0684, -2.4508], [-0.9386, 1.6453, -1.5916], [1.2215, 1.3620, -2.7180], [0.5422, 1.6187, -4.3010], [-0.8050, -0.2114, -3.9100], [2.9327, 2.5849, 0.5148], [3.7011, 1.3157, 0.8256], [2.8863, 0.2934, 1.4053], [3.5554, 3.2935, -0.0353], [2.6144, 3.0459, 1.4515], [2.0297, 2.4892, -0.0994], [4.4776, 1.4938, 1.5696], [4.2154, 0.9667, -0.0795], [2.3014, -0.0083, 0.6760]], "forces_ev_per_angstrom": [[-0.48, 1.70, 1.26], [-0.06, -0.53, -0.07], [0.05, 0.29, -0.79], [-0.16, -0.34, 0.04], [0.38, 0.30, 0.44], [-0.45, -0.14, -1.03], [0.35, 0.19, -0.08], [-0.04, 0.28, 0.11], [-0.02, 0.06, -0.01], [0.00, -0.34, 0.12], [-0.27, -0.07, -0.31], [0.05, 0.05, 0.05], [0.25, -0.12, 0.34], [-1.09, -0.24, 0.15], [0.41, -0.01, -0.05], [0.04, 0.00, -0.22], [-0.04, 0.14, -0.12], [-0.05, -0.06, -0.13], [0.47, 0.12, 0.05], [0.24, -0.10, 0.01], [0.17, -0.14, 0.04], [0.05, 0.28, 1.03], [-0.26, 0.30, -0.27], [0.18, -0.38, -0.22], [0.04, -0.41, -0.42], [-0.08, 0.02, -0.02], [0.25, 0.14, -0.15], [-0.32, -0.03, -0.09], [0.06, -0.04, -0.23], [0.00, -0.08, 0.17], [-0.59, 0.37, 0.43], [0.60, 0.50, 0.54], [0.00, -0.39, -0.39], [0.11, -0.02, -0.16], [0.07, 0.00, -0.27], [0.09, -0.20, -0.04], [0.07, -0.38, -0.11], [-0.24, -0.16, -0.08], [0.07, -0.28, 0.09], [0.00, 0.53, 0.30], [0.09, -0.29, 0.04], [-0.31, 0.06, -0.92], [0.13, 0.02, 0.18], [-0.03, 0.12, -0.08], [0.02, -0.46, 0.00], [-0.01, 0.28, -0.11], [-0.10, -0.21, 0.06], [0.38, -0.31, 0.92]], "lowdin_spin": [3.7510, 0.1136, 0.0082, 0.0008, 0.0028, 0.0426, 0.0000, 0.0000, 0.0002, 0.0005, 0.0000, 0.0032, 0.0016, 0.0037, 0.0342, 0.0004, 0.0000, 0.0000, 0.0003, 0.0000, -0.0001, 0.0000, 0.0001, 0.0012, 0.0000, 0.0000, 0.0000, 0.0000, 0.0000, 0.0004, 0.0002, 0.0023, 0.0257, 0.0000, 0.0001, 0.0000, 0.0000, 0.0005, 0.0019, 0.0004, 0.0001, 0.0030, 0.0000, 0.0000, 0.0003, 0.0001, 0.0000, 0.0008], "spin_multiplicity": 5, "charge": 1, "mol_weight_g_mol": 303.197}

***

No. 5
{"formula": "C17H18N2O2", "method": "ωB97M-V/def2-TZVPD", "symbols": ["C", "C", "C", "C", "C", "N", "C", "O", "C", "C", "O", "N", "C", "C", "C", "C", "C", "C", "C", "C", "C", "H", "H", "H", "H", "H", "H", "H", "H", "H", "H", "H", "H", "H", "H", "H", "H", "H", "H"], "coordinates": [[-6.0001, -2.2642, 0.0461], [-4.9135, -1.2360, -0.0375], [-4.3485, -0.6959, 1.1104], [-3.3303, 0.2369, 1.0446], [-2.8520, 0.6492, -0.1938], [-1.8294, 1.5964, -0.3403], [-1.0513, 2.1630, 0.6124], [-1.1043, 1.9441, 1.8035], [0.0008, 3.0925, 0.0106], [1.0571, 2.1717, -0.5979], [1.1206, 1.9727, -1.7919], [1.8266, 1.5896, 0.3524], [2.8504, 0.6447, 0.1997], [3.4019, 0.0945, 1.3538], [4.4190, -0.8348, 1.2658], [4.9133, -1.2378, 0.0311], [6.0003, -2.2646, -0.0635], [4.3566, -0.6808, -1.1132], [3.3380, 0.2508, -1.0413], [-3.4122, 0.1160, -1.3519], [-4.4283, -0.8145, -1.2701], [-6.6857, -2.1732, -0.7933], [-6.5597, -2.1630, 0.9728], [-5.5682, -3.2654, 0.0200], [-4.7113, -1.0085, 2.0788], [-2.9042, 0.6442, 1.9458], [-1.5901, 1.8073, -1.3012], [-0.4230, 3.7191, -0.7729], [0.4232, 3.7140, 0.7991], [1.5782, 1.7847, 1.3144], [3.0277, 0.3968, 2.3221], [4.8357, -1.2530, 2.1708], [6.6316, -2.2451, 0.8218], [5.5650, -3.2613, -0.1454], [6.6178, -2.0953, -0.9426], [4.7269, -0.9794, -2.0832], [2.9186, 0.6714, -1.9394], [-3.0451, 0.4326, -2.3184], [-4.8519, -1.2197, -2.1778]], "forces_ev_per_angstrom": [[0.07, -0.07, -0.01], [-0.03, 0.02, 0.04], [-0.06, -0.05, -0.25], [0.14, 0.12, 0.13], [-0.26, -0.29, 0.14], [-0.05, 0.05, -0.43], [0.23, 0.43, -0.18], [-0.05, -0.06, 0.27], [0.00, -0.16, 0.00], [-0.23, 0.42, 0.18], [0.06, -0.06, -0.27], [0.05, 0.04, 0.43], [0.26, -0.29, -0.13], [-0.10, 0.06, -0.09], [-0.01, 0.03, -0.11], [0.03, 0.03, -0.03], [-0.07, -0.07, 0.00], [0.05, -0.04, 0.25], [-0.14, 0.12, -0.14], [0.09, 0.06, 0.08], [0.02, 0.04, 0.11], [-0.09, -0.03, -0.02], [-0.08, -0.03, 0.03], [-0.07, -0.09, 0.01], [-0.04, -0.02, 0.10], [0.02, 0.02, 0.02], [0.05, 0.05, 0.20], [0.11, -0.06, -0.01], [-0.11, -0.06, 0.01], [-0.05, 0.06, -0.20], [-0.04, 0.03, 0.11], [0.05, -0.03, 0.09], [0.09, -0.04, 0.02], [0.07, -0.09, -0.01], [0.09, -0.03, -0.03], [0.04, -0.02, -0.11], [-0.02, 0.02, -0.02], [0.04, 0.03, -0.11], [-0.05, -0.03, -0.10]], "nbo_charge": [-0.6243, -0.0351, -0.1964, -0.2468, 0.2062, -0.6168, 0.6859, -0.6145, -0.5864, 0.6877, -0.6137, -0.5944, 0.1148, -0.2221, -0.2009, -0.0361, -0.6244, -0.1986, -0.1934, -0.2562, -0.1887, 0.2151, 0.2157, 0.2194, 0.2099, 0.2498, 0.4096, 0.2432, 0.2435, 0.4113, 0.2069, 0.2104, 0.2146, 0.2194, 0.2161, 0.2079, 0.2443, 0.2077, 0.2094], "smiles": "Cc1ccc(NC(=O)CC(=O)Nc2ccc(C)cc2)cc1", "mol_weight_g_mol": 282.343}

***

No. 6
{"formula": "C4H8N2", "method": "ωB97M-V/def2-TZVPD", "symbols": ["C", "C", "N", "C", "C", "N", "H", "H", "H", "H", "H", "H", "H", "H"], "coordinates": [[-1.6010, -1.0447, 0.9189], [-0.3519, -0.9746, 0.0235], [0.0354, 0.4847, -0.1384], [0.8866, 1.4991, -1.0112], [2.2033, 1.0382, -0.6189], [3.0573, 0.4165, -0.1458], [-2.4120, -0.4626, 0.4818], [-1.3815, -0.6669, 1.9238], [-1.9599, -2.0777, 1.0238], [0.4161, -1.5946, 0.5239], [-0.6114, -1.4623, -0.9150], [0.1887, 0.7787, 0.8120], [0.7680, 2.6012, -0.7680], [0.7622, 1.4651, -2.1104]], "forces_ev_per_angstrom": [[0.12, 0.20, -0.13], [0.32, 0.37, -0.50], [-1.08, 1.75, -0.06], [-0.63, -1.58, 0.62], [1.44, -0.90, 0.37], [-0.20, 0.84, -0.55], [0.04, 0.09, 0.08], [-0.09, 0.01, -0.14], [0.29, 0.15, -0.06], [0.16, 0.46, -0.45], [0.28, 0.31, -0.24], [0.06, 0.41, 0.04], [-0.47, -1.57, 0.35], [-0.26, -0.55, 0.66]], "nbo_charge": [-0.6041, -0.1997, -0.6541, -0.3060, 0.2488, -0.3347, 0.2134, 0.2006, 0.2137, 0.1818, 0.1971, 0.3522, 0.2471, 0.2437], "smiles": "CCNCC#N", "mol_weight_g_mol": 84.122}

***

Energy
In order: -541.6108, -1182.0195, -3246.6191, -2114.4946, -918.6563, -266.6469
Unit: Eh